Below is a structure of composition C28H80FeN4O14P in a non-equilibrium geometry, with properties calculated with ωB97M-V with the def2-TZVPD basis set.

```
128
Properties=species:S:1:pos:R:3:forces:R:3
H 16.38970 -0.87120 -9.63809 -0.1 0.4 0.2
H 17.38720 3.94810 1.00221 0.1 0.0 0.0
H 21.78309 2.69443 -8.36681 0.1 0.0 -0.1
C 20.77507 4.99729 -1.67464 -0.1 0.7 -1.8
O 23.71010 -4.67257 -4.14018 -1.1 -0.3 -0.3
C 18.30048 -4.86403 -1.79612 0.5 0.1 1.0
H 18.77463 -1.53079 -9.14018 -0.3 -1.0 -0.4
H 13.15012 -2.43364 -5.59505 0.1 0.0 0.1
H 22.68627 3.93411 -7.41664 0.0 -0.1 0.0
H 18.75879 -6.60315 -6.17275 0.4 -0.3 0.0
H 23.28682 -2.08358 -3.84070 0.4 -0.3 -0.1
C 13.86530 -2.66925 -6.38315 0.0 0.2 -0.4
C 18.05418 -1.34209 -8.34430 -0.1 -1.9 -0.6
H 20.21110 -0.09677 -1.86295 -0.4 -0.1 -1.2
H 19.63769 -1.83851 -0.30599 0.1 -0.2 -0.6
O 18.73196 2.41805 -0.82336 -0.2 1.1 0.5
C 16.84531 3.70930 0.08709 0.2 0.7 -0.1
H 16.91434 4.54982 -0.60347 0.2 0.1 0.0
H 17.98413 -5.90413 -1.87492 -0.2 0.0 0.3
H 22.91650 0.23654 -4.05875 -0.2 0.1 -0.1
H 24.62311 -6.48314 -4.04704 -0.2 0.0 0.5
H 20.86636 4.24835 -5.93436 0.2 0.0 0.5
H 20.04451 -5.47761 -6.70880 -0.1 -0.2 -0.3
H 21.76874 -4.57409 -4.90368 -0.2 0.0 0.2
O 19.09842 0.27264 -5.39520 -2.0 -3.0 -4.1
H 15.39497 -1.35311 -2.15134 0.1 -0.3 0.0
H 21.23480 4.38379 -8.34913 0.2 0.1 -0.2
H 18.35701 -0.67149 -0.59787 -0.2 0.0 -0.3
H 16.02304 -1.08316 -7.86321 -0.1 0.5 -0.2
H 15.22506 -3.60807 -5.03921 0.3 0.2 0.4
H 14.37636 1.48486 -1.85818 -0.8 -0.2 0.6
C 15.26357 -2.80721 -5.77761 -0.6 1.1 -0.3
H 16.05267 -3.02790 -6.49644 -0.2 -0.3 -0.3
C 15.69924 -1.14572 0.54964 -0.4 -0.1 -0.4
C 24.00267 -5.91381 -4.73916 1.7 -0.3 0.3
H 19.20382 3.13807 -2.35483 -0.3 -0.7 0.7
H 21.43976 4.37674 -3.72654 0.1 0.2 0.1
C 22.85442 0.84638 -3.15746 -0.6 -1.0 -0.5
H 19.07081 4.25502 -7.29254 -0.7 0.1 0.1
C 21.80525 2.77814 -2.30472 -1.1 1.1 -0.5
H 19.09983 1.54157 -0.68894 0.4 -0.5 -0.2
C 18.36491 -4.56909 -5.76807 0.9 -0.7 1.8
O 14.77197 -0.50140 -0.33804 1.1 -0.7 0.0
C 17.13035 2.78726 -5.91806 0.2 0.1 -0.1
H 21.05182 -1.10069 -4.07871 0.1 0.2 -0.1
H 18.58913 -2.86937 -4.86830 -0.2 0.4 0.2
H 21.68570 5.50011 -1.34901 0.2 -0.4 0.0
H 17.73265 -4.75882 -4.90068 -0.5 -0.3 -0.1
H 18.90406 -4.66325 -2.68127 -0.3 0.3 -0.2
H 23.85127 1.25807 -2.99961 -0.3 0.6 0.1
H 16.18815 -2.00436 0.08941 0.1 0.0 -0.4
N 21.18877 2.16056 -5.73990 0.5 1.0 -2.2
H 19.17176 2.50168 -7.66366 -0.4 -0.1 -0.1
H 16.90022 -2.89609 -3.26158 0.0 0.2 -0.1
O 19.13778 -3.44290 -5.40835 0.2 0.0 -0.9
H 17.65923 -2.88219 -1.45740 0.1 0.1 0.7
H 20.72294 -3.24690 -2.66749 -0.2 0.3 -0.1
H 18.98217 0.47031 1.39714 0.1 0.1 0.5
H 18.98983 -4.69450 -0.96899 0.2 -0.6 0.3
H 20.14672 4.76830 -0.81393 0.2 -0.9 -0.1
O 18.38640 -0.10415 -7.93024 0.3 2.6 0.7
C 22.35788 -2.62814 -4.00988 -0.5 -0.9 0.6
H 20.22337 5.78333 -2.19027 -0.1 0.5 0.1
H 23.23125 -6.61615 -5.05494 -0.8 0.6 0.1
C 19.29494 3.26500 -6.89538 1.0 -0.6 -0.1
H 15.00635 0.39295 -4.27034 0.8 0.2 -1.2
C 13.19412 0.05371 -3.06683 -0.5 -0.5 0.4
H 18.19047 -2.03676 -7.51547 0.4 -0.5 -0.1
H 13.40095 -0.74141 -3.78315 0.4 0.0 -0.1
H 16.88507 1.78058 -6.25650 0.1 0.0 0.1
N 21.47067 -1.73337 -4.74533 0.8 -0.7 -0.6
P 18.53623 -0.30954 -4.05961 -0.9 2.0 -0.7
C 20.95757 3.94603 -2.84900 0.0 -0.7 3.3
C 19.34765 -5.72495 -5.90798 -0.3 0.2 -0.9
H 22.15451 2.37369 -5.53491 0.6 0.5 1.3
C 19.40124 -0.51753 1.20570 0.6 0.9 2.3
O 16.61043 -3.72960 -2.88358 -2.1 -0.3 -1.3
H 12.48663 -0.41509 -2.38288 0.2 0.2 0.5
H 20.70608 -2.29674 -5.08900 -0.2 0.0 -0.4
C 21.74130 -2.86593 -2.59077 0.7 -0.6 -0.6
H 19.11823 4.30244 -3.38461 -0.6 0.0 -1.1
H 22.75789 3.23810 -2.04200 0.6 -0.5 -0.6
Fe 19.72251 1.68211 -4.33632 1.6 2.7 0.0
H 16.21564 1.15129 -3.47087 0.3 0.1 -0.1
H 20.00525 -5.90432 -5.05739 -0.6 0.1 0.4
H 22.97918 -3.70323 -5.82345 0.1 0.2 -0.2
C 15.37799 -0.38283 -1.65500 -1.8 0.2 0.2
H 21.42977 2.34294 -1.37859 -0.4 0.0 0.1
H 18.51803 -0.17776 -6.98216 0.4 0.9 0.7
O 19.88143 0.02859 -3.42124 3.6 -3.7 4.2
H 16.23173 -2.42460 -8.91029 0.3 -0.4 -0.1
H 22.59019 0.17651 -2.33920 0.1 0.0 0.2
C 21.70843 3.59761 -7.76117 -1.3 -0.3 0.7
H 16.44038 -4.02136 -0.86107 0.0 -0.4 0.1
C 16.60625 -1.41866 -8.72076 -0.8 -0.4 -0.6
H 12.64562 0.81758 -3.61797 0.2 0.2 0.1
H 13.83272 -1.84276 -7.09305 0.2 0.2 0.1
N 19.61710 3.43868 -3.22600 1.1 1.0 0.3
O 17.77736 -1.64208 -3.98206 1.8 2.6 0.4
H 22.27117 -3.60711 -1.99245 0.3 0.0 0.0
C 20.77494 3.34924 -6.54374 0.1 0.2 -0.3
C 14.49360 0.59929 -2.48278 0.9 0.8 0.7
O 15.55525 -1.48375 -5.25393 -1.2 -1.0 -0.5
C 17.33953 2.43926 -0.54348 -0.1 -0.5 0.2
H 16.80395 2.27738 -1.47892 -0.2 -0.3 0.0
H 16.59433 3.02336 -4.99880 0.3 -0.2 0.1
H 15.20407 -1.58427 1.41599 -0.4 0.5 0.1
H 21.79752 -1.91178 -2.06680 -0.4 -0.1 0.1
H 13.46852 -3.51908 -6.93854 0.3 -0.4 0.2
O 21.79019 1.79267 -3.33676 2.0 0.5 1.2
H 24.71592 -5.80576 -5.55629 -0.3 0.4 -0.7
H 21.42295 1.46794 -6.43670 -0.9 -1.0 -0.3
O 20.29724 0.05105 -0.91832 -0.3 -0.1 2.5
H 18.91768 -1.25777 1.84313 -0.4 0.0 -0.3
C 17.18204 -3.84500 -1.64014 1.5 0.1 -0.5
H 16.40420 -0.03307 -1.54246 0.0 0.3 -0.2
C 22.65970 -3.95295 -4.81168 0.3 1.1 0.9
H 15.78861 3.61736 0.33812 0.0 -0.2 0.0
H 16.40433 -1.51783 -4.80728 0.3 0.0 0.2
N 15.21766 1.14141 -3.62593 -0.8 -0.7 -0.4
O 18.02486 1.11262 -3.57266 -3.9 -0.8 1.0
H 16.80791 3.50521 -6.67217 0.2 0.0 -0.1
H 20.44646 -0.56017 1.51196 0.1 0.4 0.2
H 17.14449 1.65450 0.18742 -0.3 -0.4 -0.2
H 17.71892 -4.44820 -6.63765 0.3 0.2 -0.3
C 19.36713 -0.78746 -0.20505 0.3 -1.1 -2.4
H 16.47722 -0.45320 0.87102 0.0 0.1 0.1
O 18.55757 2.91714 -5.70769 -0.3 0.8 -0.9
```
Positions in Å, forces in eV/Å.

As for the HOMO energy (spin up / spin down): -0.1047 / -6.3726 eV. The expectation value of S² is 12.01. The HOMO-LUMO gap (spin up / spin down) is 2.54 / 8.23 eV. Its net charge is -1. The spin multiplicity is 7.

Löwdin atomic charge list, values in e, 4 entries: atom 1 (H): 0.07, atom 2 (H): 0.08, atom 3 (H): 0.08, atom 4 (C): -0.08